DFT (wB97M-V/def2-TZVPD) results for one molecule with the formula C5H10O.

Last column: natural (NBO) charge in e.
Cartesian coordinates (Å):
C  2.123  -0.151  -0.019  -0.659
C  1.036  0.905  0.177  -0.124
O  0.095  0.986  -0.903  -0.515
C  -0.627  -0.143  -0.836  0.177
C  -1.329  -0.354  0.798  -0.559
C  -2.045  -0.121  -0.495  -0.453
H  2.904  0.006  0.732  0.220
H  2.601  -0.133  -1.008  0.213
H  1.710  -1.153  0.139  0.200
H  0.177  0.408  0.935  0.234
H  1.490  1.914  0.230  0.186
H  -0.095  -1.058  -1.112  0.187
H  -1.264  -1.371  1.171  0.212
H  -1.633  0.329  1.617  0.237
H  -2.655  -0.930  -0.857  0.212
H  -2.486  0.867  -0.569  0.230

The calculation puts the lowest unoccupied orbital energy at 0.04360 Ha. The total energy is -271.614494 Ha. The HOMO-LUMO gap is 9.7 eV. As for the total charge: 0. Its energy above the lowest of the compared OMol25 structures with the same formula, charge and spin is 86.7 kcal per mole. The calculation puts the HOMO energy at -8.5 eV.